Density functional theory data (the ωB97M-V functional and the def2-TZVPD basis) for 3 unconnected molecules or ions with the total composition C5H11O4P at a distorted geometry.

```
21
C5H11O4P, DFT the ωB97M-V functional and the def2-TZVPD basis
C -3.810 -0.173 -1.066
C -2.322 0.060 -1.051
C -4.742 -0.303 0.130
C 2.250 1.517 1.188
C 5.413 -1.341 -0.738
O 2.027 -0.640 -0.785
O -3.272 1.089 -1.446
O 2.491 0.207 1.516
O 4.735 -1.321 0.215
P 2.408 -1.096 0.572
H -4.300 -0.746 -1.941
H -1.851 0.222 -0.092
H -4.529 0.447 0.876
H -4.733 -1.266 0.586
H -5.872 -0.233 -0.168
H 3.148 1.804 0.575
H 2.162 1.962 2.198
H 1.244 1.598 0.636
H -1.819 -0.385 -1.897
H 6.165 -0.577 -1.092
H 5.480 -2.200 -1.377
```

Calculated values
Energy above the lowest of the compared OMol25 structures with the same formula, charge and spin in kcal/mol: 103.75
Calculated total energy in Ha: -839.33888
Max |F| in eV/Å: 3.7
Gap between HOMO and LUMO in Eh: 0.3609
Charge: 0
LUMO energy in Ha: -0.0015
SMILES: C[C@@H]1CO1.COP=O.C=O

***

Density functional theory data (the ωB97M-V functional and the def2-TZVPD basis) for a molecular structure, C4H11ClNO2PdSm at a distorted geometry.

```
21
C4H11ClNO2PdSm, DFT the ωB97M-V functional and the def2-TZVPD basis
Sm 0.290 0.297 0.228
Cl -0.383 2.168 -1.295
C -1.923 -0.249 0.706
H -2.020 -0.720 1.722
H -2.574 -0.853 0.047
H -2.465 0.714 0.813
Pd 0.503 0.188 -2.793
C 2.408 0.787 -3.253
C -0.754 0.095 -4.425
C 0.428 -1.484 -1.607
H -1.149 -0.935 -4.413
H -1.553 0.842 -4.277
H -0.154 0.302 -5.328
H 3.086 -0.003 -2.884
H 2.476 0.885 -4.353
H 2.613 1.752 -2.756
H -0.393 -2.243 -1.751
H 1.434 -2.007 -1.503
O 0.689 1.762 4.036
N 0.597 1.209 2.970
O 0.057 1.896 1.967
```

Calculated values
Energy above the lowest of the compared OMol25 structures with the same formula, charge and spin in kcal/mol: 0.00
Calculated total energy in Ha: -1610.03020
Max |F| in eV/Å: 2.6
Multiplicity: 8
Gap between HOMO and LUMO (alpha / beta) in Eh: 0.1492 / 0.1806
Charge: -2
LUMO energy (alpha / beta) in Ha: 0.1992 / 0.1929
Expectation value of S²: 15.7861

***

Density functional theory data (the ωB97M-V functional and the def2-TZVPD basis) for a gas-phase ion, C4H5ClNS (charge +1) at a distorted geometry.

```
12
C4H5ClNS, DFT the ωB97M-V functional and the def2-TZVPD basis
C -0.485 -1.051 0.014
C 0.440 -2.051 0.051
C 1.294 0.213 -0.040
C -0.869 1.375 -0.072
N -0.040 0.216 -0.023
S 1.996 -1.366 -0.099
Cl 2.195 1.659 -0.059
H -1.524 -1.039 0.137
H 0.150 -3.128 0.383
H -1.872 1.352 -0.584
H -1.086 1.809 0.997
H -0.200 2.009 -0.706
```

Calculated values
Energy above the lowest of the compared OMol25 structures with the same formula, charge and spin in kcal/mol: 0.00
Calculated total energy in Ha: -1068.26316
Max |F| in eV/Å: 3.2
Gap between HOMO and LUMO in Eh: 0.3553
Charge: +1
LUMO energy in Ha: -0.1741

***

Density functional theory data (the ωB97M-V functional and the def2-TZVPD basis) for 2 unconnected molecules or ions with the total composition C25H33BO8PS at a distorted geometry.

```
69
C25H33BO8PS, DFT the ωB97M-V functional and the def2-TZVPD basis
C 6.741 -2.374 3.263
O 5.854 -1.341 3.605
C 5.067 -0.884 2.518
C 4.917 0.622 2.561
C 3.940 1.131 3.640
C 2.849 2.039 3.055
C 1.714 1.217 2.425
C 0.916 1.969 1.344
C -0.590 2.055 1.577
C -1.389 0.783 1.212
B -2.262 0.089 2.382
S -1.278 -0.282 4.047
O -3.445 0.917 2.730
C -4.599 0.249 2.319
C -4.189 -1.245 2.294
P -4.473 -2.010 3.935
O -5.811 -2.608 4.021
O -4.250 -0.894 5.052
O -3.322 -3.094 4.181
O -2.862 -1.182 1.853
H 7.422 -2.064 2.463
H 7.335 -2.599 4.144
H 6.207 -3.271 2.938
H 5.529 -1.180 1.570
H 4.079 -1.354 2.553
H 4.560 0.936 1.578
H 5.898 1.071 2.716
H 3.452 0.266 4.092
H 4.483 1.665 4.417
H 2.431 2.637 3.864
H 3.292 2.682 2.292
H 2.158 0.317 1.989
H 1.057 0.892 3.228
H 1.310 2.989 1.298
H 1.119 1.517 0.372
H -0.955 2.875 0.953
H -0.802 2.357 2.605
H -2.140 1.065 0.468
H -0.726 0.072 0.705
H -0.330 -1.066 3.539
H -5.436 0.441 2.991
H -4.852 0.510 1.283
H -4.789 -1.859 1.620
H -3.386 -0.464 4.945
H -2.639 -2.739 4.755
C -2.692 -1.106 -1.812
C -3.685 -1.483 -2.710
C -3.512 -1.284 -4.069
C -2.345 -0.698 -4.542
C -1.351 -0.303 -3.639
C -1.530 -0.515 -2.278
C -0.105 0.359 -4.112
O 0.771 0.694 -3.344
C 0.039 0.604 -5.580
C 1.171 1.262 -6.045
C 1.330 1.489 -7.401
C 0.363 1.054 -8.300
C -0.767 0.400 -7.842
C -0.937 0.178 -6.481
C -2.176 -0.508 -6.006
O -3.011 -0.891 -6.800
H -2.824 -1.263 -0.746
H -4.597 -1.935 -2.344
H -4.277 -1.579 -4.774
H -0.760 -0.216 -1.581
H 1.916 1.592 -5.335
H 2.210 2.006 -7.760
H 0.491 1.228 -9.361
H -1.529 0.059 -8.530
```

Calculated values
Calculated total energy in Ha: -2339.03037
Max |F| in eV/Å: 1.5
Gap between HOMO and LUMO in Eh: 0.2321
Charge: -1
LUMO energy in Ha: 0.0282

***

Density functional theory data (the ωB97M-V functional and the def2-TZVPD basis) for 2 unconnected molecules or ions with the total composition C7H10NO2 at a distorted geometry.

```
20
C7H10NO2, DFT the ωB97M-V functional and the def2-TZVPD basis
C -3.675 0.986 -0.080
C -2.361 1.238 0.258
C -3.878 -0.388 -0.348
C -1.758 -0.030 0.097
C -0.419 -0.362 -0.022
C 0.956 -0.350 0.484
C 3.106 0.645 -0.092
N 0.295 -1.663 -0.223
O -2.695 -1.003 -0.225
O 1.788 0.258 -0.310
H -4.432 1.782 0.052
H -1.754 2.164 0.375
H -4.635 -1.163 -0.425
H -0.235 0.033 -2.340
H 1.200 -0.760 1.425
H 3.863 -0.054 -0.613
H 3.297 0.865 0.927
H 3.080 1.566 -0.740
H 0.058 -2.439 0.314
H 0.432 -1.915 -1.152
```

Calculated values
Energy above the lowest of the compared OMol25 structures with the same formula, charge and spin in kcal/mol: 38.74
Calculated total energy in Ha: -477.44013
Max |F| in eV/Å: 3.4
Multiplicity: 3
Gap between HOMO and LUMO (alpha / beta) in Eh: 0.3230 / 0.3113
Charge: +1
LUMO energy (alpha / beta) in Ha: -0.0992 / -0.1955
Expectation value of S²: 2.0348

***

Density functional theory data (the ωB97M-V functional and the def2-TZVPD basis) for 2 unconnected molecules or ions with the total composition C17H19INO2S.

```
41
C17H19INO2S, DFT the ωB97M-V functional and the def2-TZVPD basis
C 5.489 -1.149 1.317
C 5.142 0.020 0.395
O 4.350 -0.421 -0.695
C 3.083 0.226 -0.763
C 2.150 -0.062 0.423
C 0.908 -0.776 -0.030
C -0.053 0.055 -0.610
C -1.254 -0.469 -1.066
C -1.490 -1.837 -0.959
C -0.566 -2.676 -0.360
C 0.630 -2.133 0.109
I 1.963 -3.489 1.015
S -3.030 -2.454 -1.608
C -4.075 -1.115 -1.087
C -5.367 -1.343 -0.635
C -6.174 -0.275 -0.260
C -5.652 1.013 -0.323
C -4.355 1.238 -0.757
C -3.544 0.178 -1.155
N -2.242 0.374 -1.619
H 5.288 -2.066 0.775
H 4.887 -1.135 2.220
H 6.543 -1.161 1.591
H 4.630 0.805 0.948
H 6.051 0.473 -0.003
H 3.225 1.299 -0.895
H 2.619 -0.136 -1.677
H 1.778 0.886 0.833
H 2.666 -0.627 1.195
H 0.139 1.120 -0.638
H -0.777 -3.726 -0.260
H -5.726 -2.359 -0.593
H -7.174 -0.465 0.094
H -6.283 1.831 -0.010
H -3.978 2.249 -0.771
H -1.963 1.344 -1.577
C 0.438 3.339 1.469
O 0.842 2.539 0.463
H 0.513 4.443 1.275
H -0.632 3.219 1.790
H 0.997 3.224 2.437
```

Calculated values
Calculated total energy in Ha: -1560.31191
Max |F| in eV/Å: 0.9
Gap between HOMO and LUMO in Eh: 0.2147
Charge: -1
LUMO energy in Ha: 0.0897

***

Density functional theory data (the ωB97M-V functional and the def2-TZVPD basis) for a molecular structure, C16H27F13NO6PSTa at a distorted geometry.

```
66
C16H27F13NO6PSTa, DFT the ωB97M-V functional and the def2-TZVPD basis
N -3.641 0.633 -2.025
P -3.721 1.300 -0.557
Ta -1.454 1.351 0.735
C -1.478 3.710 0.507
C -0.915 4.243 -0.924
C -2.074 4.220 -2.130
O -3.300 4.777 -1.930
O -1.835 3.656 -3.480
C -0.316 1.025 -1.231
C 1.255 1.211 -1.349
C 2.034 -0.154 -1.932
F 1.292 -0.458 -3.219
F 1.761 -1.320 -1.061
C 3.561 0.075 -2.398
F 3.693 1.334 -3.225
F 3.890 -1.027 -3.379
C 4.742 0.140 -1.286
F 4.734 1.484 -0.637
F 5.994 0.226 -2.148
C 4.981 -1.141 -0.339
F 6.477 -1.381 -0.300
F 4.450 -2.450 -0.881
S 4.460 -1.059 1.439
F 3.396 -2.427 1.198
F 3.131 -0.036 1.187
F 5.547 0.199 1.857
F 5.710 -2.229 1.793
F 4.019 -1.126 3.100
C -1.446 -1.002 0.983
O -2.201 -1.646 -0.106
C -1.425 -2.673 -0.809
O -2.254 -3.673 -1.542
C -3.518 -3.943 -0.847
C -3.331 -4.574 0.674
O -4.126 -3.724 1.581
C 0.405 1.598 2.075
C 0.623 0.158 3.099
C -0.683 -0.121 4.209
O 0.808 0.435 4.626
H -2.645 0.352 -2.142
H -4.691 0.652 0.337
H -4.223 2.651 -0.737
H -2.458 1.589 2.261
H -2.606 4.015 0.604
H -0.913 4.177 1.436
H -0.682 5.406 -0.782
H 0.108 3.773 -1.276
H -2.146 2.704 -3.531
H -0.601 -0.085 -1.577
H -0.849 1.707 -2.056
H 1.458 2.022 -2.206
H 1.885 1.560 -0.445
H -0.307 -1.326 0.870
H -1.917 -1.322 2.009
H -0.670 -2.256 -1.619
H -0.757 -3.301 -0.055
H -4.062 -4.801 -1.474
H -4.285 -3.030 -0.871
H -2.215 -4.596 1.044
H -3.715 -5.693 0.737
H -3.605 -2.868 1.774
H 1.415 1.864 1.613
H 0.146 2.380 2.940
H 1.164 -0.849 2.581
H -0.729 -1.154 4.773
H -1.345 0.817 4.466
```

Calculated values
Calculated total energy in Ha: -3226.07689
Max |F| in eV/Å: 9.0
Gap between HOMO and LUMO in Eh: 0.1611
Charge: -1
LUMO energy in Ha: -0.0373